Density functional theory data (ωB97M-V/def2-TZVPD) for one molecule with the formula C5H10O3.

```
18
C5H10O3 | the OMol25 dataset | ωB97M-V/def2-TZVPD
C 1.239 -0.753 -0.105
C 0.478 0.320 0.510
C -1.076 0.309 0.094
C 0.909 -0.871 1.341
C -1.294 1.297 -1.037
O 0.789 -1.624 -1.093
O 2.686 -0.211 -0.256
O -1.834 0.711 1.221
H 0.785 -2.535 -0.756
H 2.875 -0.118 -1.203
H -2.755 0.450 1.061
H 0.828 1.327 0.688
H -1.423 -0.684 -0.208
H 0.142 -1.565 1.664
H 1.718 -0.715 2.045
H -2.353 1.335 -1.314
H -1.007 2.309 -0.734
H -0.709 1.018 -1.917
```

Summary:
F_max ... 4.57 eV Å⁻¹
Spin multiplicity ... 1

***

Density functional theory data (ωB97M-V/def2-TZVPD) for C5H10O3Pb as an isolated structure.

```
19
C5H10O3Pb | the OMol25 dataset | ωB97M-V/def2-TZVPD
O 1.952 1.489 0.557
C 3.234 1.161 0.491
C 3.724 -0.017 0.021
O 0.253 -1.502 0.572
C -0.710 -1.805 -0.385
C -1.945 -0.923 -0.230
O -1.478 0.425 -0.080
C -2.498 1.408 -0.023
Pb 0.357 0.405 1.004
H 3.954 1.961 0.733
H 4.751 -0.304 0.250
H 3.152 -0.604 -0.704
H -1.050 -2.856 -0.324
H -0.310 -1.656 -1.409
H -2.524 -1.193 0.669
H -2.603 -0.985 -1.110
H -2.017 2.373 0.169
H -3.033 1.447 -0.983
H -3.210 1.176 0.783
```

Summary:
F_max ... 6.42 eV Å⁻¹
Spin multiplicity ... 1

***

Density functional theory data (ωB97M-V/def2-TZVPD) for one molecule with the formula C5H10O4.

```
19
C5H10O4 | the OMol25 dataset | ωB97M-V/def2-TZVPD
C 1.720 -0.525 1.053
C -0.417 -2.061 -0.636
C -1.058 2.096 0.615
C 1.000 0.743 -1.195
C 0.282 0.140 0.069
O 1.515 -1.558 1.616
O 2.449 1.035 -1.030
O -0.715 -0.666 -0.359
O -0.149 1.110 0.990
H 2.692 0.013 0.831
H 0.091 -2.458 0.350
H 0.475 -2.114 -1.345
H -1.338 -2.508 -1.008
H -1.206 2.790 1.439
H -2.051 1.651 0.571
H -0.573 2.542 -0.288
H 0.540 1.705 -1.426
H 0.850 0.142 -2.076
H 2.562 1.978 -0.754
```

Summary:
F_max ... 4.56 eV Å⁻¹
Spin multiplicity ... 1

***

Density functional theory data (ωB97M-V/def2-TZVPD) for one molecule with the formula C5H10O4Se.

```
20
C5H10O4Se | the OMol25 dataset | ωB97M-V/def2-TZVPD
C 0.466 1.671 0.776
C -0.524 0.562 1.202
C -0.848 -0.358 0.008
C 0.508 -0.979 -0.341
C 1.618 0.375 -0.641
O 1.702 1.141 0.474
O -1.615 1.114 1.836
O -1.682 -1.469 0.142
O 0.612 -1.781 -1.454
Se 3.242 -0.519 -1.167
H -0.199 2.242 -0.001
H 0.516 2.201 1.821
H -0.030 -0.029 1.949
H -1.090 0.194 -0.946
H 0.802 -1.579 0.461
H 1.172 0.838 -1.547
H -2.081 1.727 1.256
H -1.982 -1.661 0.986
H 0.114 -1.328 -2.132
H 2.629 -1.694 -1.978
```

Summary:
F_max ... 5.29 eV Å⁻¹
Spin multiplicity ... 1

***

Quick rundown of DFT total energy, same order as above: -422.17142; -614.94631; -497.33984; -2898.79705 a.u.
Quick rundown of energy relative to the best compared isomer or geometry (same formula, charge and spin), same order as above: 223.6; 0.0; 442.5; 46.0 kJ/mol